# C5H12O2

C5H12O2 in the gas phase (ωB97M-V/def2-TZVPD, OMol25).

SMILES string: CC[C@@H](O)[C@@H](C)O
E (Ha): -348.174566
Relative energy (zero: lowest compared OMol25 entry of this formula, charge and spin) (eV): 0.823
HOMO level (eV): -10.1590
HOMO-LUMO gap (Eh): 0.40287
LUMO energy (eV): 0.80
Charge: 0

Atoms and positions in Å:
C  0.91833  2.27548  0.83583
C  0.02360  1.07054  1.14691
C  -0.52792  0.31504  -0.10463
O  0.05446  0.72248  -1.33464
C  -0.32208  -1.20399  0.01405
C  -0.97128  -1.93918  -1.15085
O  1.09739  -1.36931  -0.00107
H  1.39489  2.08043  -0.12306
H  0.35382  3.20967  0.75288
H  1.70027  2.40849  1.59459
H  0.59891  0.37341  1.76189
H  -0.82310  1.40339  1.75133
H  -1.60460  0.50884  -0.20480
H  0.94570  0.34107  -1.32292
H  -0.72622  -1.56292  0.97397
H  -0.66376  -1.46508  -2.08645
H  -0.68615  -2.99807  -1.17232
H  -2.06272  -1.89080  -1.08375
H  1.30045  -2.27949  -0.24695

Results of the Löwdin charge analysis, in e, for atoms 1 through 6: -0.094, -0.183, -0.340, -0.052, -0.395, -0.043

---

# C5H6S

C5H6S in the gas phase in a non-equilibrium geometry (ωB97M-V/def2-TZVPD, OMol25).

SMILES string: C=CC(=S)C=C
E (Ha): -592.234250
Relative energy (zero: lowest compared OMol25 entry of this formula, charge and spin) (eV): 1.024
HOMO level (eV): -8.6971
HOMO-LUMO gap (Eh): 0.27941
LUMO energy (eV): -1.09
Charge: 0

Atoms and positions in Å:
C  -1.91793  0.92240  -1.22696
C  -0.70378  0.44979  -0.92095
C  -0.32293  -0.24332  0.31601
S  -1.32456  -0.81248  1.48183
C  1.14261  -0.42666  0.31736
C  1.85738  -0.77229  1.38270
H  -2.03427  1.55502  -2.12631
H  -2.78884  0.69675  -0.63811
H  0.06172  0.60663  -1.61873
H  1.67985  -0.20564  -0.58735
H  2.93608  -0.83643  1.29408
H  1.41467  -0.93377  2.32643

Results of the Löwdin charge analysis, in e, for atoms 1 through 6: 0.042, -0.215, -0.758, 0.727, -0.215, 0.031

---

# C21H43NO12S5

A 6-piece molecular cluster, C21H43NO12S5 overall in a non-equilibrium geometry (ωB97M-V/def2-TZVPD, OMol25).

SMILES string: C[N+](=O)[O-].O=S1(=O)CCCC1.O=S1(=O)CCCC1.O=S1(=O)CCCC1.O=S1(=O)CCCC1.O=S1(=O)CCCC1
E (Ha): -3773.909306
Relative energy (zero: lowest compared OMol25 entry of this formula, charge and spin) (eV): 10.521
HOMO level (eV): -9.2051
HOMO-LUMO gap (Eh): 0.33485
LUMO energy (eV): -0.09
Charge: 0

Atoms and positions in Å:
C  -0.34804  0.51628  1.42187
N  -0.13464  0.47077  -0.06756
O  0.86577  0.89618  -0.58835
O  -0.94556  -0.14615  -0.72165
H  -1.07077  1.28854  1.68528
H  0.52094  0.72075  2.04732
H  -0.67585  -0.48957  1.68435
O  3.82862  -0.39604  -0.20239
S  3.68881  0.70171  0.72083
O  3.30727  0.45386  2.11890
C  5.17607  1.81395  0.65680
C  4.84467  2.95699  -0.35671
C  3.34918  3.34152  -0.05307
C  2.57506  1.99679  -0.02390
H  6.08180  1.24017  0.46053
H  5.26162  2.17354  1.68221
H  5.46123  3.83541  -0.16611
H  5.15525  2.62916  -1.34876
H  2.99860  4.03415  -0.81822
H  3.21730  3.72277  0.95953
H  2.38910  1.63685  -1.03581
H  1.63944  1.89211  0.52542
O  -4.31026  3.04716  0.51831
S  -4.63017  1.65869  0.64986
O  -5.47339  0.92265  -0.28033
C  -2.99603  0.89506  0.94034
C  -2.76165  0.96587  2.40956
C  -4.12418  0.79295  3.21277
C  -5.24107  1.49250  2.37076
H  -2.22489  1.40074  0.35918
H  -3.07260  -0.12414  0.56161
H  -1.95421  0.27824  2.66120
H  -2.40559  1.97114  2.63486
H  -4.10222  1.13142  4.24865
H  -4.23671  -0.27671  3.38956
H  -5.60126  2.49060  2.62008
H  -6.15651  0.91486  2.24273
O  -2.16186  1.23530  -0.98710
S  -2.59868  1.05901  -2.33387
O  -2.22879  2.06165  -3.33616
C  -2.07473  -0.64226  -2.99441
C  -3.32581  -0.99611  -3.87115
C  -4.57324  -0.68955  -3.01665
C  -4.42951  0.69897  -2.39811
H  -1.94017  -1.41618  -2.23875
H  -1.03725  -0.59589  -3.32547
H  -3.44274  -0.35214  -4.74278
H  -3.35034  -2.06891  -4.06250
H  -4.70883  -1.41001  -2.21001
H  -5.43930  -0.75606  -3.67514
H  -4.80552  1.01217  -1.42413
H  -4.66269  1.54484  -3.04481
O  -0.90617  -2.34974  2.32675
S  0.14727  -1.67637  3.09253
O  -0.15817  -0.41131  3.73450
C  0.86439  -2.81168  4.38874
C  2.35302  -3.04197  4.08986
C  2.82419  -1.96854  3.12755
C  1.73891  -1.62096  2.12331
H  0.24473  -3.68618  4.19031
H  0.54193  -2.45747  5.36784
H  2.99476  -2.99626  4.96974
H  2.56809  -4.01342  3.64472
H  3.73534  -2.27826  2.61570
H  3.14855  -1.07546  3.66168
H  1.78021  -2.42240  1.38568
H  1.67848  -0.65397  1.62394
O  4.03175  -2.47592  -2.15541
S  2.69779  -2.54139  -2.75202
O  2.08540  -3.83550  -3.11079
C  1.44177  -1.59990  -1.74257
C  1.01726  -0.33465  -2.54769
C  2.15568  -0.09316  -3.51990
C  2.49342  -1.39848  -4.17138
H  2.04257  -1.39345  -0.85684
H  0.62755  -2.24761  -1.41757
H  0.07613  -0.54352  -3.05635
H  0.75827  0.55771  -1.97784
H  2.99584  0.20912  -2.89471
H  2.01470  0.70772  -4.24573
H  3.38728  -1.44280  -4.79360
H  1.50377  -1.63980  -4.55927

Results of the Löwdin charge analysis, in e, for atoms 1 through 6: 0.000, -0.272, -0.132, 0.000, 0.081, 0.101

---

# C42H40AgN7O6S2

C42H40AgN7O6S2 as an isolated structure in a non-equilibrium geometry (ωB97M-V/def2-TZVPD, OMol25).

E (Ha): -3402.682668
Relative energy (zero: lowest compared OMol25 entry of this formula, charge and spin) (eV): 0.968
HOMO level (eV): -1.2207
HOMO-LUMO gap (Eh): 0.16014
LUMO energy (eV): 3.14
Charge: -2

Atoms and positions in Å:
Ag  -0.80613  0.92133  0.39424
C  -0.11246  4.78820  -2.38363
C  -0.73533  4.20822  -1.27679
N  -0.02409  3.66238  -0.30804
C  1.29996  3.63213  -0.47162
C  1.91103  4.18825  -1.57926
N  1.20555  4.80074  -2.53582
C  2.05131  2.94222  0.61409
C  3.27589  3.38487  1.09949
C  3.86237  2.71741  2.17100
C  3.15613  1.64671  2.71852
C  1.93294  1.27927  2.16264
N  1.42876  1.90093  1.11222
C  1.07351  0.21679  2.77341
C  1.58813  -0.91286  3.38522
N  0.80464  -1.84615  3.92782
C  -0.50232  -1.61652  3.86983
C  -1.02195  -0.47001  3.27301
N  -0.24057  0.42574  2.69106
C  5.16764  3.17008  2.74727
C  5.94003  4.14896  2.13491
C  7.13436  4.54879  2.71363
N  7.61623  4.04787  3.84963
C  6.87863  3.10343  4.43086
C  5.67308  2.64102  3.92759
H  -0.70909  5.23736  -3.16892
H  -1.81793  4.16322  -1.19061
H  2.98474  4.12066  -1.72277
H  3.72491  4.26083  0.65365
H  3.51845  1.10548  3.58003
H  2.65902  -1.08908  3.40787
H  -1.16875  -2.36601  4.28015
H  -2.08908  -0.29586  3.23506
H  5.63626  4.60387  1.20306
H  7.73425  5.31446  2.23388
H  7.26842  2.69114  5.35511
H  5.14199  1.87562  4.47510
O  -0.82511  0.91445  -4.22367
S  -1.36876  1.82442  -3.22471
O  -1.30707  3.23300  -3.59206
O  -0.84069  1.53607  -1.90101
C  -3.16275  1.46963  -3.22702
C  -3.57727  0.97106  -4.47184
C  -4.90595  0.75394  -4.77450
C  -5.87318  1.03287  -3.82413
C  -5.49066  1.52171  -2.59196
C  -4.14763  1.75147  -2.25786
S  -4.00167  2.57529  -0.63012
O  -3.87394  3.97992  -0.98924
O  -5.24247  2.23116  0.05001
O  -2.84104  2.04692  0.06803
H  -2.80770  0.75222  -5.19803
H  -5.18141  0.36276  -5.74795
H  -6.92419  0.87197  -4.03890
H  -6.23056  1.73467  -1.83474
C  -5.09725  -1.17901  2.35910
C  -3.92380  -2.04920  1.97110
C  -3.84554  -3.38197  2.41168
C  -2.73143  -4.13385  2.05340
C  -2.63217  -5.58273  2.47465
C  -1.70292  -3.58291  1.29508
C  -1.72438  -2.22616  0.83433
C  -2.91346  -1.51442  1.20644
N  -0.77231  -1.52864  0.20249
C  0.23424  -2.07372  -0.69366
C  0.73796  -3.52099  -0.49381
C  1.80612  -3.89012  -1.53895
C  1.21216  -3.78830  -2.94950
C  0.71859  -2.35779  -3.18577
C  1.90096  -1.39006  -3.07252
C  2.52396  -1.50811  -1.67605
C  3.00289  -2.94176  -1.43200
C  1.46856  -1.15649  -0.62579
C  -0.32819  -1.99683  -2.12715
H  -6.00107  -1.77875  2.49437
H  -5.28956  -0.40401  1.61476
H  -4.90277  -0.66784  3.30767
H  -4.64413  -3.81721  3.00696
H  -3.36507  -5.81870  3.24969
H  -1.63669  -5.81737  2.86146
H  -2.81556  -6.25073  1.62768
H  -0.84022  -4.21016  1.12055
H  -3.01295  -0.48881  0.85340
H  -0.09712  -4.21521  -0.60238
H  1.15234  -3.63932  0.51568
H  2.13484  -4.91933  -1.35516
H  0.38190  -4.49567  -3.05700
H  1.97428  -4.05879  -3.69265
H  0.26981  -2.26490  -4.17883
H  1.54528  -0.36876  -3.23865
H  2.65048  -1.61568  -3.84262
H  3.36985  -0.81628  -1.59006
H  3.44870  -3.01643  -0.43246
H  3.77459  -3.22181  -2.16070
H  1.12869  -0.12724  -0.77786
H  1.89375  -1.22669  0.38371
H  -1.17924  -2.68639  -2.19189
H  -0.71258  -0.98591  -2.30197

Results of the Löwdin charge analysis, in e, for atoms 1 through 6: 0.762, -0.145, -0.113, 0.129, -0.233, -0.103